{"formula": "C43H56ClN10O5RuSSe", "method": "ωB97M-V/def2-TZVPD", "elements": ["Ru", "C", "C", "C", "C", "C", "C", "Se", "C", "C", "C", "H", "H", "H", "H", "H", "H", "H", "H", "H", "H", "H", "N", "H", "H", "H", "C", "C", "C", "C", "C", "O", "C", "C", "C", "C", "C", "C", "Cl", "C", "C", "C", "N", "C", "N", "C", "N", "H", "H", "H", "H", "H", "H", "H", "H", "H", "H", "H", "H", "H", "H", "H", "H", "H", "H", "H", "H", "H", "H", "N", "C", "C", "C", "C", "C", "C", "C", "N", "C", "C", "N", "C", "H", "H", "H", "H", "H", "H", "H", "C", "C", "S", "O", "O", "C", "C", "N", "C", "N", "C", "C", "N", "O", "O", "C", "H", "H", "H", "H", "H", "H", "H", "H", "H", "H", "H", "H", "H"], "coordinates": [[0.173, 0.188, 0.429], [0.171, 1.812, 8.815], [0.206, 1.618, 7.333], [1.170, 0.806, 6.736], [1.231, 0.627, 5.366], [2.294, -0.260, 4.789], [0.264, 1.287, 4.571], [0.256, 0.995, 2.730], [-0.713, 2.135, 5.144], [-1.742, 2.860, 4.333], [-0.718, 2.273, 6.518], [0.893, 1.176, 9.321], [-0.822, 1.593, 9.207], [0.395, 2.850, 9.065], [1.900, 0.310, 7.363], [3.110, -0.371, 5.499], [2.699, 0.136, 3.857], [1.896, -1.257, 4.588], [-1.370, 3.135, 3.347], [-2.049, 3.769, 4.847], [-2.631, 2.240, 4.196], [-1.457, 2.918, 6.976], [0.080, -0.658, -1.866], [0.984, -0.586, -2.325], [-0.587, -0.171, -2.460], [-0.177, -1.642, -1.892], [3.728, 4.871, -2.763], [3.176, 5.701, -1.597], [4.081, 6.925, -1.411], [3.307, 4.848, -0.324], [1.725, 6.190, -1.934], [1.777, 6.940, -3.153], [1.035, 7.108, -0.902], [1.028, 6.761, 0.590], [-0.110, 7.414, 1.332], [-0.844, 6.679, 2.259], [-1.893, 7.244, 2.964], [-2.215, 8.574, 2.739], [-3.529, 9.293, 3.610], [-1.499, 9.332, 1.824], [-0.454, 8.748, 1.128], [0.773, 5.082, -2.450], [0.289, 4.074, -1.515], [0.647, 2.802, -1.423], [-0.069, 2.201, -0.474], [-0.882, 3.201, -0.021], [-0.698, 4.335, -0.638], [4.805, 4.751, -2.645], [3.542, 5.344, -3.726], [3.303, 3.864, -2.785], [5.078, 6.600, -1.114], [3.711, 7.595, -0.635], [4.203, 7.491, -2.334], [4.295, 4.384, -0.329], [2.571, 4.048, -0.262], [3.236, 5.434, 0.587], [2.249, 7.764, -2.999], [0.004, 7.225, -1.244], [1.487, 8.097, -1.021], [1.973, 7.068, 1.046], [0.950, 5.687, 0.746], [-0.589, 5.641, 2.429], [-2.464, 6.668, 3.677], [-1.761, 10.367, 1.661], [0.094, 9.352, 0.418], [1.256, 4.547, -3.264], [-0.110, 5.577, -2.852], [1.413, 2.356, -2.032], [-1.611, 3.070, 0.761], [7.991, -7.377, 1.156], [7.328, -6.446, 1.066], [6.497, -5.281, 0.953], [6.988, -4.132, 0.339], [6.183, -3.012, 0.224], [4.893, -3.046, 0.733], [4.398, -4.182, 1.357], [5.201, -5.303, 1.461], [4.060, -1.889, 0.610], [4.477, -0.579, 0.551], [3.356, 0.180, 0.453], [2.254, -0.646, 0.439], [2.717, -1.877, 0.539], [7.993, -4.120, -0.057], [6.565, -2.138, -0.283], [3.410, -4.202, 1.794], [4.831, -6.192, 1.950], [5.510, -0.298, 0.618], [3.272, 1.253, 0.419], [2.118, -2.771, 0.540], [-1.992, -8.258, 1.428], [-2.949, -7.810, 2.513], [-2.688, -6.136, 3.065], [-3.309, -5.967, 4.349], [-1.294, -5.777, 2.907], [-3.583, -5.097, 1.912], [-3.594, -3.670, 2.472], [-2.996, -2.686, 1.559], [-1.782, -2.112, 1.719], [-1.557, -1.212, 0.760], [-2.665, -1.202, -0.045], [-3.554, -2.100, 0.450], [-4.830, -2.462, -0.108], [-5.390, -3.427, 0.371], [-5.223, -1.779, -1.024], [-0.847, -2.425, 2.828], [-2.144, -9.319, 1.239], [-0.959, -8.103, 1.732], [-2.165, -7.726, 0.493], [-2.857, -8.398, 3.428], [-3.991, -7.861, 2.201], [-4.594, -5.473, 1.786], [-3.059, -5.154, 0.959], [-3.031, -3.597, 3.400], [-4.614, -3.358, 2.688], [-2.786, -0.563, -0.901], [-0.826, -3.492, 3.048], [-1.137, -1.885, 3.733], [0.155, -2.095, 2.554]], "mulliken_spin": [3.3905, -0.0043, 0.0960, -0.0091, 0.0524, 0.0268, 0.0528, 0.8665, 0.0987, 0.0201, -0.0123, -0.0007, 0.0083, 0.0107, 0.0028, 0.0032, -0.0034, 0.0034, 0.0135, 0.0034, 0.0038, 0.0029, 0.1036, -0.0057, -0.0067, -0.0080, 0.0001, 0.0011, 0.0000, -0.0051, 0.0001, 0.0001, 0.0007, -0.0022, 0.0013, -0.0029, -0.0003, 0.0000, 0.0000, 0.0000, 0.0000, -0.0003, 0.0020, 0.0203, 0.0496, 0.0284, 0.0059, 0.0000, 0.0000, -0.0001, 0.0000, -0.0001, 0.0000, 0.0002, 0.0076, -0.0005, 0.0000, 0.0003, 0.0000, 0.0000, 0.0029, 0.0040, -0.0001, 0.0000, 0.0000, 0.0009, -0.0008, 0.0043, -0.0031, 0.0001, -0.0001, 0.0002, 0.0001, 0.0004, 0.0006, 0.0010, -0.0002, 0.0043, 0.0065, 0.0047, 0.0636, 0.0165, 0.0000, 0.0000, -0.0007, 0.0000, 0.0010, 0.0079, 0.0056, 0.0000, 0.0001, 0.0000, 0.0000, 0.0002, 0.0006, -0.0012, 0.0010, -0.0299, 0.0517, -0.0022, 0.0111, 0.0001, 0.0005, 0.0001, 0.0917, 0.0000, 0.0000, 0.0000, 0.0000, 0.0000, 0.0001, 0.0001, 0.0000, -0.0004, -0.0075, 0.0005, -0.0007, -0.0506], "homo_lumo_gap_ev": [7.060, 4.835], "s2": 8.779, "e_homo_ev": [-12.13, -12.13], "multiplicity": 6, "charge": 2}


{"formula": "C7H14AsBr2NO5PS2", "method": "ωB97M-V/def2-TZVPD", "elements": ["C", "C", "Br", "C", "Br", "As", "S", "C", "C", "O", "C", "O", "N", "C", "S", "P", "O", "O", "O", "H", "H", "H", "H", "H", "H", "H", "H", "H", "H", "H", "H", "H", "H"], "coordinates": [[0.068, -1.126, 2.446], [-0.116, -1.755, 1.062], [-0.136, -3.744, 1.380], [0.998, -1.515, 0.050], [2.787, -1.646, 0.833], [0.712, -0.009, -1.278], [2.340, -0.967, -2.658], [-0.694, 0.986, -0.176], [-2.141, 0.717, -0.528], [-2.996, 1.605, 0.320], [-3.309, 0.962, 1.460], [-4.208, 0.185, 1.580], [-0.803, -1.034, -2.159], [-0.502, -1.912, -2.910], [-0.393, -3.409, -3.486], [2.318, 1.501, -0.328], [3.704, 1.294, -0.740], [1.888, 2.983, -0.955], [2.166, 1.731, 1.293], [0.991, -0.574, 2.557], [-0.089, -1.847, 3.230], [-0.732, -0.394, 2.572], [-1.089, -1.580, 0.631], [0.998, -2.402, -0.571], [0.507, 1.067, -2.380], [2.796, 0.134, -3.273], [-0.509, 0.990, 0.897], [-0.545, 2.023, -0.477], [-2.481, -0.292, -0.336], [-2.362, 1.024, -1.534], [-2.678, 1.229, 2.321], [2.199, 3.632, -0.318], [1.316, 2.144, 1.474]], "mulliken_charge": [-0.7877, 0.1234, -0.1534, -1.1007, -0.0185, 0.1826, -0.3261, -0.6447, -0.7815, -0.4009, 0.1617, -0.4939, -0.5098, 0.3285, -0.3717, 0.8629, -0.6894, -0.5238, -0.5339, 0.2818, 0.4315, 0.0228, 0.3048, 0.6819, 0.2389, 0.1265, 0.0708, 0.6957, 0.4664, 0.3428, 0.3917, 0.2917, 0.3295], "homo_lumo_gap_ev": 8.016, "e_homo_ev": -5.45, "multiplicity": 1, "charge": -1}


{"formula": "C38H70FN12O4P2", "method": "ωB97M-V/def2-TZVPD", "elements": ["N", "C", "O", "N", "P", "N", "O", "O", "C", "C", "F", "C", "C", "P", "N", "O", "C", "H", "H", "H", "H", "H", "H", "H", "H", "H", "H", "H", "H", "H", "H", "C", "C", "C", "C", "N", "H", "H", "H", "H", "H", "H", "H", "C", "C", "C", "C", "N", "H", "H", "H", "H", "H", "H", "H", "C", "C", "C", "C", "N", "H", "H", "H", "H", "H", "H", "H", "C", "C", "C", "C", "N", "H", "H", "H", "H", "H", "H", "H", "C", "C", "C", "C", "N", "H", "H", "H", "H", "H", "H", "H", "C", "C", "C", "C", "N", "H", "H", "H", "H", "H", "H", "H", "C", "C", "C", "C", "N", "H", "H", "H", "H", "H", "H", "H", "C", "C", "C", "C", "N", "H", "H", "H", "H", "H", "H", "H"], "coordinates": [[-6.109, 4.580, 1.454], [-5.457, 3.618, 1.502], [-4.699, 2.555, 1.592], [-3.986, 2.263, 0.368], [-5.113, 1.718, -0.995], [-4.389, 1.118, -2.195], [-6.108, 0.752, -0.235], [-5.934, 3.017, -1.379], [-3.175, 3.410, -0.123], [-2.278, 3.996, 0.933], [-2.883, 5.020, 1.617], [-1.697, 2.945, 1.869], [-1.676, 1.599, 1.162], [-0.730, 0.417, 2.279], [-1.849, -0.708, 2.876], [0.127, -0.489, 1.217], [-3.049, 1.119, 0.737], [-3.379, 1.107, -2.128], [-6.792, 1.250, 0.235], [-6.886, 2.848, -1.345], [-3.778, 4.169, -0.600], [-2.528, 3.042, -0.904], [-1.450, 4.433, 0.383], [-2.323, 2.897, 2.757], [-0.711, 3.228, 2.197], [-1.024, 1.690, 0.298], [-2.676, -0.254, 3.238], [-1.409, -1.168, 3.669], [0.851, 0.081, 0.924], [-3.010, 0.389, -0.055], [-3.523, 0.630, 1.575], [0.856, 1.380, -3.519], [0.267, 1.843, -4.848], [-0.216, 3.300, -4.815], [-1.267, 3.478, -3.815], [-2.079, 3.611, -3.015], [0.111, 1.405, -2.720], [1.218, 0.356, -3.591], [1.697, 2.007, -3.218], [-0.564, 1.192, -5.126], [1.021, 1.749, -5.630], [-0.614, 3.600, -5.784], [0.608, 3.971, -4.569], [1.264, 6.463, 0.939], [2.353, 6.121, -0.071], [2.022, 4.877, -0.903], [1.867, 3.699, -0.048], [1.743, 2.786, 0.635], [1.135, 5.665, 1.674], [1.519, 7.371, 1.481], [0.306, 6.632, 0.440], [3.299, 5.970, 0.451], [2.494, 6.964, -0.748], [2.812, 4.671, -1.625], [1.092, 5.026, -1.454], [3.593, -4.455, -0.575], [2.864, -3.673, 0.511], [1.692, -2.846, -0.032], [2.139, -1.858, -1.014], [2.490, -1.071, -1.773], [4.048, -3.786, -1.308], [4.395, -5.054, -0.140], [2.912, -5.125, -1.098], [3.573, -3.016, 1.019], [2.476, -4.365, 1.260], [1.192, -2.313, 0.773], [0.964, -3.501, -0.510], [-1.022, -2.526, -3.334], [-0.196, -3.243, -4.396], [-0.220, -4.769, -4.237], [0.331, -5.165, -2.942], [0.758, -5.475, -1.923], [-0.628, -2.706, -2.333], [-1.006, -1.448, -3.502], [-2.062, -2.858, -3.357], [0.835, -2.884, -4.355], [-0.583, -2.994, -5.385], [0.369, -5.243, -5.022], [-1.240, -5.150, -4.300], [-1.997, -9.572, -2.913], [-2.738, -8.805, -1.824], [-3.934, -8.009, -2.362], [-3.502, -7.015, -3.344], [-3.163, -6.237, -4.115], [-1.570, -8.897, -3.656], [-1.177, -10.146, -2.484], [-2.663, -10.268, -3.427], [-2.045, -8.126, -1.324], [-3.100, -9.504, -1.070], [-4.443, -7.488, -1.551], [-4.655, -8.673, -2.839], [0.330, 9.560, 5.394], [-1.054, 9.867, 4.834], [-1.326, 9.163, 3.499], [-0.366, 9.582, 2.477], [0.385, 9.930, 1.683], [1.117, 9.912, 4.726], [0.471, 10.054, 6.355], [0.464, 8.487, 5.544], [-1.161, 10.945, 4.703], [-1.814, 9.555, 5.551], [-2.329, 9.396, 3.141], [-1.255, 8.081, 3.617], [0.768, 2.619, 6.195], [1.742, 1.687, 6.909], [2.217, 0.532, 6.021], [1.092, -0.295, 5.592], [0.199, -0.929, 5.253], [-0.144, 2.095, 5.905], [0.480, 3.442, 6.848], [1.219, 3.042, 5.296], [1.269, 1.286, 7.807], [2.614, 2.254, 7.235], [2.922, -0.103, 6.558], [2.718, 0.914, 5.131], [4.592, -8.444, -1.490], [5.693, -8.007, -2.449], [7.095, -8.357, -1.941], [7.366, -7.694, -0.664], [7.579, -7.174, 0.336], [4.680, -7.938, -0.528], [3.611, -8.198, -1.899], [4.624, -9.521, -1.315], [5.626, -6.929, -2.610], [5.541, -8.485, -3.418], [7.853, -8.042, -2.657], [7.194, -9.434, -1.799]], "mulliken_charge": [-0.4019, 0.5411, -0.4042, 0.8088, 0.9836, -0.7017, -0.5103, -0.4715, -1.2116, 0.5645, -0.4475, -1.4654, 1.1080, 0.5981, -0.6287, -0.3473, -1.4024, 0.2090, 0.3756, 0.3566, 0.7110, 0.3473, 0.2261, 0.2678, 0.5688, -0.7171, 0.2581, 0.4316, 0.2604, 0.4973, 0.5497, -0.6057, -0.5626, -0.5708, 0.3249, -0.4725, -0.0391, 0.2192, 0.3981, 0.2932, 0.3882, 0.3450, 0.2659, -0.9004, -0.8043, -0.2021, 0.1931, -0.4278, 0.2881, 0.3549, 0.2354, 0.3413, 0.3746, 0.4038, 0.1492, -0.8985, -0.7279, 0.6098, 0.2335, -0.5353, 0.3460, 0.3451, 0.1345, 0.2984, 0.3788, -0.1494, 0.0673, -0.6567, -0.5486, -0.1252, 0.3954, -0.5556, 0.0635, 0.0340, 0.4200, 0.2830, 0.3981, 0.3470, -0.0047, -1.1040, -0.4115, -0.4447, 0.2815, -0.5126, 0.2989, 0.3189, 0.3259, 0.2892, 0.3149, 0.2675, 0.2937, -1.1403, -0.4469, -0.2258, 0.2412, -0.4876, 0.3608, 0.3375, 0.2823, 0.3000, 0.3101, 0.3041, 0.1951, -1.0651, -0.4804, -0.4014, 0.2451, -0.5078, 0.2811, 0.3833, 0.2747, 0.3103, 0.3180, 0.3126, 0.2780, -1.0918, -0.3738, -0.4177, 0.2575, -0.4349, 0.3085, 0.2619, 0.3673, 0.2479, 0.3157, 0.2853, 0.2815], "homo_lumo_gap_ev": 7.471, "e_homo_ev": -10.50, "multiplicity": 1, "charge": 1}


{"formula": "C15H19ClO4S", "method": "ωB97M-V/def2-TZVPD", "elements": ["C", "C", "O", "O", "C", "C", "C", "C", "C", "C", "H", "H", "O", "C", "O", "C", "H", "H", "H", "S", "C", "C", "C", "C", "C", "H", "H", "Cl", "H", "H", "H", "H", "H", "H", "H", "H", "H", "H", "H", "H"], "coordinates": [[2.448, 5.107, -1.489], [1.735, 3.946, -0.674], [0.907, 4.147, 0.154], [2.299, 2.792, -0.971], [1.870, 1.644, -0.449], [1.645, 0.652, -1.020], [1.170, -0.409, -0.353], [1.240, -0.630, 1.026], [1.432, 0.585, 1.746], [1.664, 1.722, 1.108], [1.981, 2.717, 1.847], [1.360, 0.629, 2.851], [0.652, -1.835, 1.430], [0.927, -2.119, 3.003], [1.641, -1.563, 3.616], [0.129, -3.284, 3.198], [0.209, -4.098, 2.267], [-0.938, -3.130, 3.241], [0.604, -3.965, 4.201], [1.029, -2.015, -1.098], [-0.012, -1.610, -2.586], [-1.527, -1.425, -1.939], [-1.840, -0.389, -1.038], [-3.345, -0.338, -0.478], [-3.172, -1.634, 0.554], [-4.485, -1.640, 0.921], [-3.183, -2.479, 0.115], [-2.371, -1.041, 2.089], [-3.632, 0.631, -0.212], [-4.083, -0.750, -1.359], [-1.079, -0.421, -0.259], [-1.681, 0.459, -1.824], [-1.732, -2.559, -1.482], [-2.238, -1.570, -3.062], [0.040, -2.307, -3.365], [0.287, -0.641, -2.696], [1.981, 0.460, -2.100], [1.761, 6.149, -1.468], [3.494, 5.368, -1.026], [2.813, 4.843, -2.419]], "mulliken_charge": [-1.1109, 0.6184, -0.4976, -0.3724, 0.3825, 0.1974, 0.3790, -0.1398, -0.4893, -0.6148, 0.0971, 0.2989, -0.1894, 0.6995, -0.2923, -1.0255, 0.2645, 0.2575, 0.2758, -0.1491, -0.7125, -0.4457, 0.6400, -0.7613, -0.8438, 0.2583, 0.7395, -0.1706, 0.3998, 0.2982, -0.6032, 0.1676, 0.1388, 0.1923, 0.4944, 0.2993, 0.3995, 0.2602, 0.2660, 0.3939], "homo_lumo_gap_ev": 8.115, "e_homo_ev": -7.48, "multiplicity": 1, "charge": 0}


{"formula": "C2H5P", "method": "ωB97M-V/def2-TZVPD", "elements": ["C", "C", "P", "H", "H", "H", "H", "H"], "coordinates": [[-0.379, 0.018, -0.714], [0.420, 0.619, 0.449], [0.653, -1.143, 0.204], [-1.434, 0.012, -0.890], [0.028, 0.082, -1.654], [1.354, 1.147, 0.133], [0.084, 1.184, 1.354], [-0.725, -1.918, 1.118]], "mulliken_charge": [-0.4990, -0.4719, -0.0966, 0.3087, 0.2451, 0.2192, 0.2928, 0.0018], "homo_lumo_gap_ev": 10.266, "e_homo_ev": -9.39, "multiplicity": 1, "charge": 0}